Entry 1:
Entry from the OMol25 dataset: a cluster of 2 separate species, C8H10BF8O3 in total at a distorted geometry (ωB97M-V/def2-TZVPD).

Each line ends with the Mulliken charge.
Cartesian coordinates (Å):
C1 3.799265 -1.081012 0.499238  -1.237
C2 2.754424 -0.164435 1.349455  0.353
C3 2.008144 0.862886 0.377111  -0.216
C4 2.149413 2.392951 0.774147  0.549
O1 2.814534 2.873331 1.694770  -0.500
F1 1.398881 3.324268 -0.027907  -0.251
O2 1.896703 -0.930580 2.227416  -0.375
C5 0.944426 -1.718197 1.531294  0.404
O3 1.173374 -2.715647 0.821177  -0.538
C6 -0.606011 -1.300044 1.741901  -0.393
C7 -1.369428 -0.995739 0.365268  -0.867
C8 -2.203975 0.370806 0.366689  0.775
F2 -3.521524 0.222242 0.891376  -0.260
F3 -2.382338 0.720949 -1.006249  -0.244
F4 -1.507258 1.462047 0.961920  -0.232
H1 4.152783 -1.993081 1.082854  0.304
H2 3.414368 -1.336636 -0.543019  0.294
H3 4.730987 -0.408483 0.372889  0.401
H4 3.435326 0.460998 2.040698  0.354
H5 2.506604 0.752480 -0.660596  0.307
H6 0.898743 0.659344 0.203165  -0.110
H7 -0.641424 -0.358795 2.410487  0.282
H8 -1.162677 -2.109052 2.347111  0.393
H9 -0.649259 -0.994559 -0.522643  0.392
H10 -2.143921 -1.829654 0.186259  0.394
B1 -4.378213 0.767078 -3.897033  0.665
F5 -3.202008 1.577900 -3.769887  -0.410
F6 -4.172339 -0.483114 -3.222490  -0.412
F7 -5.494835 1.448698 -3.310023  -0.410
F8 -4.642764 0.523047 -5.285378  -0.408

Cartesian forces (eV/Å) of the 3 atoms listed first:
0.3 1.1 0.2
2.2 0.5 -0.4
0.0 0.5 -1.1

Calculated values
**E_HOMO**: -7.526 eV
**Net charge**: -1
**Lowest unoccupied orbital energy**: 2.1717 eV
**Frontier orbital gap**: 9.698 eV

***

Entry 2:
Entry from the OMol25 dataset: a cluster of 2 separate species, C8H10BFNO11S in total at a distorted geometry (ωB97M-V/def2-TZVPD).

Each line ends with the Mulliken charge.
Cartesian coordinates (Å):
C1 0.154897 0.668322 0.179167  -1.305
C2 0.115075 1.486564 -1.133244  -0.336
C3 0.956119 2.765924 -0.982338  -0.491
C4 0.393924 4.020817 -1.697947  -1.297
N1 2.372637 2.491261 -1.262095  0.189
O1 3.248416 3.424824 -0.710112  -0.442
S1 2.850814 2.332452 -2.892302  1.174
O2 3.273834 3.580087 -3.429791  -0.552
O3 3.690459 1.199247 -2.984875  -0.569
F1 1.497710 1.981174 -3.564200  -0.222
H1 1.149343 0.785723 0.608625  0.357
H2 -0.051701 -0.381109 0.006445  0.344
H3 -0.571105 1.087202 0.871506  0.316
H4 0.511937 0.845863 -1.912427  0.300
H5 -0.912551 1.771034 -1.333759  0.400
H6 0.933264 2.980692 0.086251  0.679
H7 -0.657200 3.870049 -1.918657  0.362
H8 0.433713 4.878072 -1.022883  0.421
H9 0.952203 4.303887 -2.585622  0.302
H10 2.775324 4.264444 -0.637903  0.372
B1 -1.778354 -3.721563 2.023686  1.052
O4 -0.494448 -4.219233 2.553557  -0.485
C5 -0.092257 -5.257702 1.832915  0.590
O5 0.909033 -5.889670 2.002476  -0.598
C6 -1.146439 -5.505389 0.736096  0.589
O6 -1.108258 -6.363369 -0.096644  -0.598
O7 -2.102226 -4.597275 0.880977  -0.492
O8 -2.839680 -3.755795 3.050916  -0.513
C7 -3.317353 -2.535079 3.236137  0.401
O9 -4.183391 -2.220115 3.999752  -0.601
C8 -2.556624 -1.584982 2.292156  0.677
O10 -2.727128 -0.403039 2.197073  -0.614
O11 -1.679988 -2.303319 1.607063  -0.413

Cartesian forces (eV/Å) of the 3 atoms listed first:
0.1 0.8 -0.5
0.5 -0.5 0.8
-0.7 0.3 -0.1

Calculated values
**E_HOMO**: -7.112 eV
**Net charge**: -1
**Lowest unoccupied orbital energy**: 2.1409 eV
**Frontier orbital gap**: 9.253 eV

***

Entry 3:
Entry from the OMol25 dataset: a structure of composition C8H10BrCoN2 at a distorted geometry (ωB97M-V/def2-TZVPD).

Each line ends with the Mulliken spin population.
Cartesian coordinates (Å):
Co1 0.997594 5.382281 0.619594  1.995
Br1 -0.113398 3.329195 1.239044  0.006
N1 -0.318292 -0.305325 1.136827  -0.078
C1 -0.271728 -1.661983 1.037241  0.390
C2 -1.322101 -2.207979 1.841092  0.103
C3 -2.029964 -1.165636 2.337587  0.146
C4 -1.409236 0.038907 1.858589  0.364
H1 0.236174 0.330417 0.565770  0.011
H2 0.431601 -2.119445 0.357680  0.027
H3 -1.606574 -3.245581 1.891209  0.002
H4 -2.889458 -1.256801 2.977745  0.002
H5 -1.597984 1.074519 2.106348  0.031
N2 0.646093 1.103589 -1.195059  0.002
C5 1.773199 0.381924 -0.933825  0.000
C6 1.917292 -0.553780 -1.938068  0.000
C7 0.770854 -0.451064 -2.778079  -0.001
C8 0.016707 0.598601 -2.312493  0.001
H6 0.143823 1.652035 -0.515191  0.000
H7 2.372109 0.565793 -0.057483  0.000
H8 2.605022 -1.383192 -1.959140  0.000
H9 0.555186 -1.113705 -3.600616  0.000
H10 -0.906920 1.007232 -2.678770  0.000

Cartesian forces (eV/Å) of the 3 atoms listed first:
-0.4 -0.7 0.2
0.3 0.6 -0.1
-0.8 -0.5 0.1

Calculated values
**E_HOMO (alpha / beta)**: -11.498 / -11.497 eV
**Net charge**: +1
**Lowest unoccupied orbital energy (alpha / beta)**: -4.2075 / -6.7396 eV
**2S+1**: 4
**Energy above the lowest of the compared OMol25 structures with the same formula, charge and spin**: 0.00 kcal/mol
**Frontier orbital gap (alpha / beta)**: 7.291 / 4.757 eV

***

Entry 4:
Entry from the OMol25 dataset: an isolated molecule of C8H10Cl2N2O at a distorted geometry (ωB97M-V/def2-TZVPD).

Each line ends with the Mulliken charge.
Cartesian coordinates (Å):
C1 -2.791286 1.441838 -2.679318  -0.696
N1 -2.174105 0.286758 -2.168460  -0.425
C2 -1.493958 0.282550 -1.079186  0.606
Cl1 -1.019106 1.798208 -0.151689  -0.222
C3 -1.051456 -0.926108 -0.571322  -0.218
C4 -0.602329 -1.350850 0.590253  -0.578
C5 -0.362353 -0.574727 1.843183  -0.957
C6 0.695221 0.094897 2.289722  0.656
Cl2 0.488802 0.653428 3.976425  -0.235
C7 1.846522 0.474161 1.531748  -0.432
C8 2.423481 -0.212577 0.577984  0.629
N2 2.262367 -1.541532 0.330840  -0.397
O1 3.413927 0.344331 -0.208244  -0.555
H1 -2.184374 2.280327 -2.385392  0.271
H2 -3.060572 1.483747 -3.784512  0.247
H3 -3.841115 1.591188 -2.247516  0.251
H4 -1.352371 -1.798355 -1.265135  0.235
H5 -0.658563 -2.356609 0.926747  0.461
H6 -1.138793 -0.802110 2.525122  0.360
H7 2.098841 1.563782 1.681633  0.195
H8 2.303989 -2.182010 1.026391  0.230
H9 2.942638 -1.825454 -0.437304  0.249
H10 3.254593 1.275116 -0.321971  0.326

Cartesian forces (eV/Å) of the 3 atoms listed first:
-2.2 1.4 -0.7
0.8 -0.9 1.7
-1.2 2.9 -2.6

Calculated values
**E_HOMO**: -8.165 eV
**Net charge**: 0
**Lowest unoccupied orbital energy**: 0.2664 eV
**Energy above the lowest of the compared OMol25 structures with the same formula, charge and spin**: 39.50 kcal/mol
**Frontier orbital gap**: 8.431 eV

***

Entry 5:
Entry from the OMol25 dataset: a cluster of 2 separate species, C8H10Cl2NOP in total at a distorted geometry (ωB97M-V/def2-TZVPD).

Each line ends with the Mulliken charge.
Cartesian coordinates (Å):
C1 3.027581 -0.352827 -1.284693  -0.509
C2 2.594523 -1.480352 -0.716146  -0.339
C3 2.257195 0.865703 -1.236605  -0.463
C4 1.356564 -1.497865 -0.024766  -0.481
C5 1.019871 0.863598 -0.633656  -0.001
C6 0.663114 -0.337064 -0.058198  0.303
C7 -1.260380 1.278940 2.161253  -1.082
C8 -2.013727 0.845009 0.934387  -0.496
N1 -1.693756 -0.499268 0.583395  -0.342
O1 -3.807137 -1.143236 -0.777003  -0.599
P1 -2.383153 -1.068070 -0.763844  0.982
Cl1 -1.699966 0.103658 -2.305189  -0.243
Cl2 -1.466175 -2.752072 -1.195391  -0.192
H1 4.053837 -0.247533 -1.519193  0.365
H2 3.270054 -2.338925 -0.780720  0.350
H3 2.674160 1.843345 -1.371668  0.351
H4 1.050998 -2.429209 0.467559  0.503
H5 0.463062 1.677424 -0.107229  0.212
H6 -1.383970 2.375749 2.380851  0.333
H7 -1.524069 0.595027 2.992648  0.331
H8 -0.102511 1.245387 2.144471  0.224
H9 -3.216122 0.988199 0.988430  0.382
H10 -1.879995 1.464385 0.121307  0.411

Cartesian forces (eV/Å) of the 3 atoms listed first:
-0.6 3.6 -0.2
-0.5 -1.4 0.8
0.4 -0.9 0.9

Calculated values
**E_HOMO (alpha / beta)**: -9.798 / -9.354 eV
**Net charge**: 0
**Lowest unoccupied orbital energy (alpha / beta)**: -1.0983 / -1.6666 eV
**Energy above the lowest of the compared OMol25 structures with the same formula, charge and spin**: 60.15 kcal/mol
**Frontier orbital gap (alpha / beta)**: 8.700 / 7.688 eV

***

Entry 6:
Entry from the OMol25 dataset: an isolated molecule of C8H10ClN3O3 at a distorted geometry (ωB97M-V/def2-TZVPD).

Each line ends with the Mulliken charge.
Cartesian coordinates (Å):
N1 -3.979166 -1.414053 0.063632  -0.553
C1 -2.846447 -0.634314 0.242441  0.900
C2 -2.173740 -0.119315 -0.901069  -0.505
C3 -0.936714 0.419787 -0.823549  -0.365
C4 -0.264399 0.411154 0.408628  0.170
N2 0.958697 0.947688 0.499348  -0.142
C5 2.057303 0.435768 -0.407634  0.389
O1 1.642083 0.180880 -1.702433  -0.528
C6 3.238987 1.394029 -0.472170  -0.703
Cl1 2.452627 3.000673 -0.558094  -0.166
N3 2.459542 -0.963622 0.232123  1.041
O2 3.236533 -0.909684 1.185959  -0.599
O3 2.022819 -1.954985 -0.263694  -0.627
C7 -0.943255 0.017325 1.454410  -0.228
C8 -2.226920 -0.522982 1.447776  -0.927
H1 -4.114932 -1.568999 -0.883520  0.168
H2 -4.793106 -1.297692 0.688711  0.220
H3 -2.755366 -0.121529 -1.867951  0.202
H4 -0.358584 0.831278 -1.701071  0.432
H5 1.244502 0.866043 1.460933  0.208
H6 1.385671 -0.682709 -1.851067  0.383
H7 3.863494 1.271760 0.389332  0.372
H8 3.777415 1.227305 -1.377685  0.366
H9 -0.357691 0.223042 2.439758  0.106
H10 -2.589354 -1.036847 2.296887  0.385

Cartesian forces (eV/Å) of the 3 atoms listed first:
-0.5 0.3 2.1
0.5 -0.2 -0.8
-2.1 -0.2 -1.0

Calculated values
**E_HOMO**: -7.655 eV
**Net charge**: 0
**Lowest unoccupied orbital energy**: -0.0313 eV
**Energy above the lowest of the compared OMol25 structures with the same formula, charge and spin**: 0.00 kcal/mol
**Frontier orbital gap**: 7.623 eV